# 1
This record from the Open Molecules 2025 dataset describes 5 unconnected molecules or ions with the total composition C8H17Cl9O3. The level of theory is ωB97M-V/def2-TZVPD.

Values from the calculation:
* E_tot: -4682.33487 hartree
* SMILES: COC[C@H](Cl)OCO.ClCCl.ClCCl.ClCCl.ClCCl
* HOMO energy: -0.3564 Eh
* strongest force on any atom: 0.06630 hartree/bohr
* Kohn-Sham gap: 10.216 eV

CARTESIAN COORDINATES (ANGSTROEM)
C 4.25 -0.61 -1.51
O 3.90 -1.52 -2.54
C 2.65 -2.20 -2.55
C 1.37 -1.61 -1.75
Cl 1.23 -2.53 -0.11
O 0.14 -1.94 -2.50
C -1.02 -1.16 -1.98
O -1.84 -1.94 -1.03
H 3.52 -0.35 -0.65
H 4.55 0.43 -2.01
H 5.26 -0.98 -0.99
H 2.32 -2.28 -3.70
H 2.81 -3.33 -2.21
H 1.44 -0.46 -1.47
H -1.71 -0.98 -2.93
H -0.70 -0.10 -1.59
H -1.51 -1.79 -0.09
Cl -2.68 1.14 -3.42
C -2.72 0.79 -5.15
Cl -1.69 -0.59 -5.55
H -3.75 0.57 -5.44
H -2.37 1.67 -5.70
Cl -0.96 -0.51 2.38
C 0.66 0.20 2.33
Cl 0.75 1.50 1.14
H 0.91 0.59 3.32
H 1.38 -0.58 2.06
Cl -3.12 1.36 3.75
C -4.39 1.67 2.57
Cl -3.72 1.87 0.94
H -5.09 0.83 2.56
H -4.92 2.59 2.85
Cl 1.62 2.18 4.63
C 1.02 2.16 6.29
Cl 0.29 0.60 6.69
H 1.86 2.34 6.97
H 0.27 2.95 6.41


# 2
This record from the Open Molecules 2025 dataset describes a molecular structure, C44H47AsBrF4N4O3P3Pd. The level of theory is ωB97M-V/def2-TZVPD.

Values from the calculation:
* E_tot: -8510.51618 hartree
* HOMO energy (spin up / spin down): -0.4801 / -0.4824 Eh
* strongest force on any atom: 0.04390 hartree/bohr
* net charge: +2
* Kohn-Sham gap (spin up / spin down): 6.193 / 6.176 eV

CARTESIAN COORDINATES (ANGSTROEM)
Pd -0.15 -0.17 0.88
F 3.49 -6.00 1.66
C 3.23 -4.74 1.39
C 3.91 -4.09 0.39
F 4.84 -4.73 -0.29
C 3.63 -2.77 0.10
F 4.38 -2.22 -0.85
C 2.64 -2.07 0.78
P 2.16 -0.33 0.49
C 3.06 0.48 1.84
C 4.44 0.32 1.87
C 5.18 0.89 2.90
C 4.53 1.61 3.90
C 3.15 1.76 3.87
C 2.41 1.20 2.84
C 2.77 0.19 -1.10
C 2.34 -0.52 -2.22
C 2.73 -0.12 -3.48
C 3.53 1.01 -3.63
C 3.94 1.73 -2.51
C 3.56 1.33 -1.24
C 1.98 -2.76 1.79
Br 0.60 -1.95 2.79
C 2.27 -4.07 2.11
F 1.61 -4.72 3.06
H 4.95 -0.24 1.10
H 6.25 0.77 2.93
H 5.11 2.05 4.71
H 2.65 2.32 4.66
H 1.34 1.32 2.82
H 1.71 -1.40 -2.10
H 2.41 -0.68 -4.35
H 3.83 1.33 -4.62
H 4.56 2.61 -2.63
H 3.86 1.90 -0.37
C 1.30 4.84 1.68
N 0.62 4.68 0.38
C 0.54 5.90 -0.43
P 0.00 3.25 -0.03
O 0.84 2.08 0.39
O -1.40 3.18 0.85
P -2.29 1.88 1.03
O -2.11 0.83 -0.03
N -1.71 1.27 2.48
C -2.62 0.21 2.99
C -1.38 2.24 3.55
N -3.81 2.42 1.12
C -4.95 1.61 0.63
C -4.17 3.62 1.90
N -0.48 3.30 -1.56
C -1.71 4.02 -1.93
C -0.04 2.29 -2.53
H 2.32 5.18 1.51
H 1.34 3.90 2.22
H 0.78 5.58 2.29
H 1.53 6.33 -0.55
H -0.11 6.64 0.04
H 0.15 5.68 -1.43
H -3.47 0.64 3.52
H -2.08 -0.42 3.69
H -2.99 -0.41 2.19
H -0.79 3.06 3.16
H -0.80 1.73 4.32
H -2.28 2.64 4.02
H -4.60 0.73 0.11
H -5.54 2.21 -0.06
H -5.59 1.30 1.46
H -3.29 4.23 2.11
H -4.65 3.36 2.84
H -4.87 4.23 1.32
H -2.03 4.70 -1.14
H -2.52 3.31 -2.11
H -1.55 4.60 -2.84
H 0.77 1.69 -2.12
H 0.32 2.77 -3.44
H -0.87 1.63 -2.77
C -5.35 -3.38 0.72
C -5.14 -2.96 -0.58
C -3.88 -2.53 -0.98
C -2.84 -2.53 -0.06
C -3.05 -2.95 1.25
C -4.31 -3.38 1.64
As -1.09 -1.99 -0.58
C -0.10 -3.63 -0.76
C 0.10 -4.62 0.18
C 0.84 -5.74 -0.18
C 1.38 -5.84 -1.46
C 1.15 -4.84 -2.41
C 0.38 -3.74 -2.07
C -0.12 -2.69 -3.01
C 0.14 -2.64 -4.37
C -0.50 -1.69 -5.17
C -1.41 -0.80 -4.61
C -1.66 -0.82 -3.25
C -1.00 -1.76 -2.47
H -6.34 -3.71 1.03
H -5.95 -2.98 -1.30
H -3.71 -2.23 -2.00
H -2.23 -2.97 1.96
H -4.48 -3.71 2.66
H -0.32 -4.54 1.17
H 0.99 -6.54 0.54
H 1.97 -6.71 -1.73
H 1.54 -4.96 -3.41
H 0.82 -3.35 -4.83
H -0.30 -1.67 -6.23
H -1.92 -0.08 -5.25
H -2.36 -0.14 -2.80


# 3
This record from the Open Molecules 2025 dataset describes C7H11NO in the gas phase. The level of theory is ωB97M-V/def2-TZVPD.

Values from the calculation:
* E_tot: -403.21952 hartree
* SMILES: [H]/N=C(/C)[C@H](C)[C@@H]1CC1=O
* HOMO energy: -0.3342 Eh
* strongest force on any atom: 0.08317 hartree/bohr
* Kohn-Sham gap: 9.112 eV

CARTESIAN COORDINATES (ANGSTROEM)
H 1.52 -0.29 -2.46
N 2.01 -0.14 -1.57
C 1.19 0.09 -0.60
C 1.77 0.33 0.77
C -0.32 0.15 -0.84
C -0.81 1.59 -0.65
C -1.21 -0.82 -0.11
C -1.29 -0.92 1.39
C -0.76 -2.01 0.59
O 0.34 -2.53 0.65
H 2.81 0.68 0.68
H 1.20 1.09 1.31
H 1.78 -0.60 1.35
H -0.46 -0.08 -1.90
H -1.85 1.69 -0.98
H -0.76 1.90 0.39
H -0.19 2.29 -1.24
H -2.15 -0.94 -0.64
H -2.26 -1.09 1.84
H -0.59 -0.40 2.02


# 4
This record from the Open Molecules 2025 dataset describes a molecular structure, C12H33ClIN2P2ReS. The level of theory is ωB97M-V/def2-TZVPD.

Values from the calculation:
* 2S+1: 4
* E_tot: -2502.53050 hartree
* HOMO energy (spin up / spin down): -0.7009 / -0.6982 Eh
* strongest force on any atom: 0.07717 hartree/bohr
* net charge: +3
* Kohn-Sham gap (spin up / spin down): 5.653 / 5.291 eV

CARTESIAN COORDINATES (ANGSTROEM)
C -1.73 -0.01 -0.49
I 2.89 0.08 0.81
H -1.71 0.08 -1.58
H -2.26 0.86 -0.07
H -2.29 -0.92 -0.21
Re 0.28 -0.07 0.03
P 0.35 2.32 -0.17
C -0.09 3.15 1.39
C 1.89 3.15 -0.72
H 1.67 4.21 -0.93
H -0.63 4.12 -1.45
H 2.25 2.67 -1.64
H -0.68 2.56 -2.35
H 0.59 2.83 2.19
H 2.66 3.08 0.05
C -0.82 3.04 -1.37
H -0.02 4.23 1.25
H -1.86 2.88 -1.03
H -1.12 2.88 1.68
P 0.28 -2.43 -0.20
C -0.19 -3.44 1.26
C -0.90 -3.05 -1.44
H 2.21 -2.70 -1.64
H 1.65 -4.27 -0.96
H 2.60 -3.13 0.05
C 1.85 -3.21 -0.74
H -0.71 -2.55 -2.40
H -0.75 -4.14 -1.56
H -0.21 -4.50 0.97
H -1.19 -3.16 1.61
H -1.93 -2.86 -1.12
H 0.52 -3.30 2.08
Cl 1.04 0.01 -2.27
C -2.67 0.50 3.89
N -1.38 0.33 4.56
C -1.43 -0.09 5.97
C -0.30 0.01 3.81
S -0.61 -0.35 2.12
N 0.90 -0.15 4.41
C 1.31 0.73 5.50
C 1.93 -1.03 3.90
H -3.39 0.78 4.66
H -3.01 -0.41 3.38
H -2.61 1.32 3.14
H -0.92 -1.05 6.12
H -1.00 0.67 6.62
H -2.48 -0.20 6.25
H 1.40 0.16 6.44
H 2.30 1.17 5.29
H 0.60 1.55 5.63
H 1.49 -1.71 3.17
H 2.73 -0.44 3.41
H 2.36 -1.60 4.73